Run A
Density functional theory data (wB97M-V/def2-TZVPD) for 8 unconnected molecules or ions with the total composition H16O8.

Geometry (Å):
O 1.61 -0.48 -2.09
H 1.71 -1.24 -1.53
H 2.36 -0.56 -2.63
O -1.04 -2.37 -1.71
H -1.07 -2.22 -2.64
H -0.97 -1.49 -1.36
O 0.24 2.57 -1.37
H -0.40 1.91 -1.39
H 0.92 2.05 -1.75
O 1.25 0.08 1.16
H 0.60 -0.54 1.50
H 1.38 0.81 1.80
O -0.82 0.13 -0.51
H -1.37 0.04 0.24
H 0.00 0.43 -0.14
O 3.11 1.49 -0.55
H 3.63 1.04 -1.18
H 2.40 0.93 -0.31
O -3.06 0.18 1.61
H -3.46 0.87 1.16
H -3.73 -0.44 1.90
O -1.13 -1.41 3.05
H -0.59 -1.17 3.79
H -1.57 -0.59 2.93

As for the highest occupied orbital energy: -0.39347 Eh. The value obtained for the LUMO energy is 0.14 eV.

=====

Run B
Density functional theory data (wB97M-V/def2-TZVPD) for a molecular structure, H16O8.

Geometry (Å):
O 8.58 8.02 20.70
H 7.72 7.74 20.40
H 8.66 7.67 21.59
O 7.49 6.95 17.95
H 7.07 6.97 18.81
H 8.36 7.32 18.09
O 9.70 9.03 19.31
H 9.90 8.49 18.55
H 9.23 8.45 19.91
O 9.68 7.71 17.78
H 9.26 7.85 16.93
H 9.97 6.80 17.75
O 9.55 11.19 17.67
H 9.36 10.28 17.88
H 10.36 11.38 18.14
O 8.42 10.74 20.00
H 9.02 10.00 19.90
H 7.88 10.71 19.21
O 10.76 8.36 21.63
H 11.57 8.72 21.98
H 10.16 9.11 21.60
O 11.67 10.04 19.89
H 11.23 10.83 20.21
H 10.97 9.54 19.46

As for the highest occupied orbital energy: -0.34937 Eh. The value obtained for the LUMO energy is -0.36 eV.

=====

Energy comparison, zero being the most stable, in hartree: run A 0.0000; run B 0.2351.

=====

Run A
Density functional theory data (wB97M-V/def2-TZVPD) for 40 unconnected molecules or ions with the total composition H80O40.

Geometry (Å):
H 0.36 1.00 -1.53
H -0.38 0.34 -0.40
O 0.13 1.21 -0.64
H 2.52 0.55 -3.09
H 1.48 1.13 -4.16
O 1.54 0.84 -3.24
H -0.06 -4.05 1.18
H 0.96 -4.80 0.45
O 0.10 -5.00 0.84
H -1.04 -0.39 3.43
H -0.90 -0.27 1.81
O -1.33 0.00 2.66
H -2.40 -3.64 0.19
H -3.44 -2.86 0.94
O -2.62 -3.26 1.03
H -4.12 -2.08 -2.43
O -3.40 -1.52 -2.71
H -2.87 3.36 1.91
O -3.15 2.50 1.46
H -1.08 4.14 2.64
H -1.99 5.38 2.03
O -2.02 4.48 2.64
H 0.36 -4.33 4.82
H 1.13 -4.68 3.56
O 0.80 -3.89 4.05
H -3.22 1.15 3.90
H -3.20 0.54 2.41
O -3.85 0.63 3.21
H 2.18 5.22 -2.35
H 1.87 5.26 -1.01
O 2.68 5.18 -1.64
H 4.19 1.30 3.41
O 4.43 1.27 2.42
H 2.18 5.18 3.44
H 2.49 4.21 2.46
O 2.98 4.86 2.83
H -0.48 -1.12 -2.14
H 0.62 -0.45 -2.95
O 0.05 -1.33 -2.92
H 1.75 -2.18 -2.42
H 2.98 -2.89 -1.86
O 2.28 -2.37 -1.62
H 1.24 5.20 1.33
H 0.66 6.38 1.12
O 1.57 6.16 1.19
H 2.95 3.30 -0.84
H 2.34 1.90 -1.44
O 2.56 2.47 -0.56
H 5.21 2.94 -0.81
H 5.13 2.15 0.36
O 5.56 2.97 0.11
H -2.98 4.13 -1.17
O -2.08 4.42 -1.19
H 0.90 -3.88 -2.88
H 0.10 -4.68 -1.84
O 0.91 -4.69 -2.22
H -3.87 -3.77 4.19
O -3.12 -3.89 3.62
H -3.21 -2.06 -4.82
H -3.71 -1.01 -5.80
O -3.01 -1.66 -5.71
H 3.31 -1.24 2.84
H 2.05 -2.35 2.97
O 2.48 -1.50 3.21
H 5.46 -0.04 -2.03
H 5.43 -1.38 -3.01
O 4.81 -0.61 -2.64
H -1.95 4.69 -3.66
H -1.41 3.77 -4.46
O -1.42 4.68 -4.53
H -1.30 -2.38 2.84
H 0.13 -2.31 3.48
O -0.32 -2.27 2.66
H 3.48 0.63 0.09
H 4.41 -0.13 1.18
O 4.30 0.25 0.21
H -6.26 -0.61 -2.42
H -5.83 -0.18 -1.00
O -6.07 -1.00 -1.55
H 0.33 -0.69 -5.64
H -0.56 -1.58 -6.59
O 0.27 -1.44 -6.22
H -4.03 3.01 -0.15
H -4.33 2.02 -1.10
O -4.61 2.91 -0.97
H 0.61 2.25 1.78
H 1.43 2.50 0.74
O 0.89 3.05 1.52
H -3.66 -0.49 1.56
O -3.84 -0.89 0.64
H 2.01 -0.98 0.23
H 0.83 -1.16 1.26
O 1.47 -0.53 0.89
H -2.32 5.32 -1.37
H -3.03 -1.43 -1.76
H -3.27 -4.27 2.77
H -2.23 2.27 1.08
H 3.90 1.92 1.78
H -2.99 -0.74 0.15
O 1.17 0.93 3.16
H 1.23 0.16 3.76
H 1.28 0.66 2.20
O -1.17 -1.04 0.12
H -1.55 -1.41 0.99
H -0.25 -1.35 0.17
O 0.69 1.90 -5.84
H 0.84 2.92 -5.88
H 1.00 1.61 -6.62
O -1.66 -3.55 -1.85
H -1.28 -2.82 -1.39
H -2.23 -3.26 -2.38
O -2.47 -5.98 -0.22
H -1.59 -6.14 -0.39
H -2.61 -5.58 0.56
O 4.32 -4.23 1.32
H 3.94 -3.61 0.75
H 4.87 -4.96 0.89
O 0.35 0.07 6.60
H 0.24 0.95 6.26
H -0.51 -0.17 6.92

As for the highest occupied orbital energy (alpha / beta): -0.01740 / -0.30092 Eh. Its total charge is -1. As for the spin multiplicity: 2. The value obtained for the LUMO energy (alpha / beta) is 1.61 / 1.48 eV.

=====

Run B
Density functional theory data (wB97M-V/def2-TZVPD) for 40 unconnected molecules or ions with the total composition H80O40.

Geometry (Å):
H 3.06 2.69 -3.51
H 4.16 2.28 -4.51
O 3.30 2.04 -4.18
H 0.09 -2.31 2.06
H -0.32 -1.21 2.73
O -0.71 -1.78 2.03
H -0.38 -4.11 -3.02
H -0.40 -4.87 -4.25
O 0.28 -4.56 -3.64
H -3.07 1.50 -5.20
H -1.92 0.53 -4.66
O -2.16 1.45 -4.86
H 5.74 -0.37 -0.46
H 6.39 -1.76 -0.99
O 5.97 -1.28 -0.29
H -0.56 0.96 3.05
O -1.17 0.74 2.32
H -3.16 -2.37 1.10
O -3.24 -1.34 1.09
H 1.58 3.33 -0.16
H 1.27 4.65 -0.52
O 1.36 3.82 -0.98
H 4.04 -4.02 2.23
H 3.20 -3.25 0.92
O 3.37 -3.93 1.57
H -2.16 2.29 0.63
H -3.38 3.23 0.79
O -2.44 3.22 0.94
H -0.02 -0.84 -1.40
H -1.37 -1.12 -2.11
O -0.79 -0.43 -1.77
H -0.76 6.03 -0.11
O -1.15 6.90 -0.03
H 3.52 0.05 -4.21
H 4.14 -1.23 -5.18
O 3.65 -0.86 -4.45
H 0.03 -0.01 6.66
H -0.88 -0.98 6.27
O -0.56 -0.14 5.90
H 1.27 0.19 5.00
H 1.32 1.84 4.85
O 1.41 0.97 4.47
H -1.01 4.22 1.32
H -0.49 5.22 2.13
O -0.31 4.88 1.20
H -2.56 3.41 5.14
H -2.18 2.77 3.74
O -2.42 3.58 4.21
H -5.28 -2.24 2.75
H -4.43 -1.04 3.46
O -4.67 -1.99 3.48
H -1.78 -2.46 0.51
O -1.84 -3.43 0.35
H 1.29 -3.51 0.17
H 1.43 -1.90 0.32
O 0.85 -2.67 0.36
H 5.04 0.60 2.80
O 4.98 -0.33 2.55
H 2.62 3.73 3.45
H 2.34 2.18 3.07
O 3.00 2.87 3.18
H 2.78 -1.98 2.68
H 2.29 -0.71 3.32
O 2.26 -1.68 3.44
H -1.00 -5.77 -1.19
H 0.36 -5.06 -1.42
O -0.39 -5.12 -0.84
H -3.80 1.37 -0.73
H -3.01 -0.02 -0.23
O -3.18 0.95 -0.13
H -0.04 1.38 -0.91
H 0.71 0.69 0.12
O 0.05 1.43 0.05
H 1.62 1.98 -6.91
H 1.22 0.40 -6.70
O 1.51 1.22 -6.27
H 3.20 -0.89 -0.24
H 3.48 0.54 0.39
O 2.86 0.00 -0.10
H 3.80 -0.23 -2.58
H 4.03 1.13 -2.07
O 4.43 0.26 -1.99
H -3.95 -4.04 0.98
H -4.46 -5.36 0.33
O -4.70 -4.44 0.53
H 4.09 -1.71 -2.06
H 4.35 -3.08 -1.22
O 4.29 -2.68 -2.11
H 4.70 3.64 0.43
O 4.01 3.10 0.01
H -6.03 -1.80 0.67
H -5.97 -0.76 1.75
O -6.46 -1.55 1.49
H -0.88 -3.52 0.43
H -0.81 1.34 1.62
H 5.81 -0.49 2.09
H -2.33 -1.02 1.37
H -2.06 6.68 0.15
H 3.75 2.98 0.96
O -3.29 0.49 3.51
H -2.66 -0.12 3.88
H -3.04 0.57 2.55
O -3.03 -2.54 -2.93
H -2.89 -3.07 -3.71
H -3.81 -2.84 -2.41
O -0.18 3.22 -5.37
H 0.63 3.51 -4.93
H -0.24 2.34 -5.01
O -3.32 3.52 -4.25
H -2.48 3.06 -3.96
H -3.47 4.32 -3.75
O -5.23 -3.16 -1.77
H -5.12 -3.60 -0.90
H -5.39 -2.21 -1.61
O 2.41 -4.57 -1.07
H 2.95 -3.96 -1.59
H 2.53 -5.42 -1.50
O 0.45 3.98 4.07
H -0.49 3.75 3.84
H 0.33 4.80 4.57

As for the highest occupied orbital energy (alpha / beta): -0.00894 / -0.29147 Eh. Its total charge is -1. As for the spin multiplicity: 2. The value obtained for the LUMO energy (alpha / beta) is 1.75 / 1.72 eV.

=====

Energy comparison, zero being the most stable, in hartree: run A 0.1828; run B 0.0000.